{"formula": "C29H44LuNOSi2", "method": "ωB97M-V with the def2-TZVPD basis set", "species": ["C", "C", "C", "H", "C", "C", "H", "C", "C", "C", "H", "C", "C", "H", "H", "H", "H", "H", "H", "Lu", "C", "C", "C", "H", "H", "H", "H", "H", "H", "C", "C", "H", "H", "O", "N", "C", "H", "C", "C", "H", "C", "H", "C", "H", "C", "H", "C", "H", "H", "H", "C", "Si", "C", "C", "C", "Si", "C", "C", "C", "H", "H", "H", "H", "H", "H", "H", "H", "H", "H", "H", "H", "H", "H", "H", "H", "H", "H", "H"], "xyz": [[-2.5875, 1.3337, -0.5759], [-1.6002, 2.2006, -1.1012], [-0.6641, 1.4103, -1.8092], [-1.6231, 3.2918, -1.0925], [-1.0597, 0.0373, -1.7204], [-2.2554, -0.0019, -0.9613], [-0.5164, -0.8106, -2.1430], [0.2843, 2.1371, 2.6433], [-0.1271, 3.0332, 1.6104], [0.8502, 2.9641, 0.5861], [-0.9297, 3.7705, 1.6552], [1.7820, 1.9472, 0.9075], [1.4469, 1.4316, 2.2187], [0.2070, 1.7525, -2.3629], [-2.8195, -0.9099, -0.7500], [-3.5191, 1.6413, -0.1039], [2.0161, 0.6830, 2.7901], [0.9434, 3.5639, -0.3238], [-0.1901, 2.0398, 3.6184], [-0.1807, 0.4802, 0.6078], [2.8971, 1.4979, -0.0059], [3.9760, 0.8259, 0.8483], [3.6035, 2.6424, -0.7493], [4.4232, 1.5844, 1.5138], [4.7924, 0.4644, 0.2182], [3.5810, -0.0153, 1.4174], [4.1089, 3.2984, -0.0239], [2.9377, 3.2238, -1.4077], [4.4215, 2.2416, -1.3710], [2.2262, 0.5565, -1.0741], [2.6381, -0.9052, -0.8985], [2.3019, 1.0151, -2.0793], [1.0582, 0.4716, -1.0778], [2.1076, -1.3414, 0.1723], [3.4448, -1.5829, -1.7751], [3.0155, -1.9133, -3.1811], [3.9530, -2.3616, -1.3551], [2.3974, -0.7559, -3.9176], [1.2247, -0.8512, -4.6850], [0.6229, -1.7675, -4.6874], [0.7919, 0.2702, -5.4077], [-0.0637, 0.1885, -6.0830], [1.4720, 1.4885, -5.3266], [1.1891, 2.3323, -5.9559], [2.5741, 1.6104, -4.4760], [3.0815, 2.5616, -4.3139], [3.0911, 0.4545, -3.8718], [3.9216, 0.5311, -3.1656], [2.3372, -2.7768, -3.1102], [3.8913, -2.2706, -3.7510], [-2.9616, -3.3791, 0.9167], [-1.5276, -2.5971, 1.8497], [-1.1351, -3.5541, 3.4156], [-0.0872, -2.9627, 0.6911], [-1.5921, -0.7581, 2.1979], [-3.2340, -0.0968, 2.7552], [-3.7396, -0.8433, 4.4235], [-3.1921, 1.7744, 2.9143], [-4.7076, -0.4891, 1.6338], [-2.6859, -4.4290, 0.7336], [-3.1357, -2.9186, -0.0638], [-3.9096, -3.3805, 1.4616], [-1.2098, -4.6305, 3.2046], [-0.1058, -3.3265, 3.7312], [-1.8121, -3.2970, 4.2391], [-0.1732, -2.4715, -0.2908], [0.8780, -2.6870, 1.1326], [-0.0176, -4.0418, 0.4934], [-0.8899, -0.5500, 3.0558], [-2.9703, -0.6679, 5.1891], [-4.6759, -0.3595, 4.7480], [-3.9053, -1.9298, 4.3660], [-2.9982, 2.2826, 1.9630], [-4.1544, 2.1537, 3.2888], [-2.4139, 2.1112, 3.6071], [-4.5374, -0.2697, 0.5755], [-5.0297, -1.5348, 1.6974], [-5.5512, 0.1393, 1.9573]], "forces_ev_per_angstrom": [[0.2, -0.4, -0.4], [-0.1, -0.5, -0.6], [-0.1, -0.1, 0.0], [0.1, -0.5, 0.3], [-0.3, 0.2, 0.0], [0.0, 0.0, -0.2], [-0.3, 0.2, 0.0], [-0.1, -0.1, -0.3], [0.8, -0.1, 0.4], [0.3, -0.6, 0.0], [0.2, -0.5, 0.1], [0.3, 0.9, 0.9], [0.3, 0.5, -0.3], [-0.4, 0.2, 0.1], [0.2, 0.4, 0.1], [0.5, -0.1, 0.1], [-0.4, 0.5, -0.3], [-0.4, -0.3, 0.4], [0.1, -0.1, -0.4], [-2.2, 0.6, 0.6], [-0.1, -0.2, 0.2], [0.3, 0.0, -0.1], [0.2, 0.2, -0.1], [-0.3, -0.4, -0.1], [0.0, -0.1, -0.1], [0.2, 0.2, 0.1], [-0.4, 0.0, -0.2], [0.2, -0.1, 0.3], [-0.3, -0.1, 0.0], [-1.1, -0.4, -1.3], [-2.5, 0.6, 1.9], [0.3, -0.5, 1.0], [2.4, 0.3, 0.1], [2.2, 0.3, -2.3], [0.5, -0.4, 0.0], [-0.1, -0.3, 0.5], [-0.6, 0.1, 0.0], [0.0, 0.2, -0.5], [0.2, 0.4, 0.4], [0.4, 0.3, -0.1], [0.2, 0.0, -0.2], [0.2, 0.0, 0.4], [0.2, -0.2, 0.1], [-0.2, -0.2, 0.3], [0.5, -0.8, -0.3], [-0.1, -0.2, -0.2], [-0.6, 0.7, 0.1], [0.0, 0.0, -0.6], [-0.1, 0.3, -0.2], [-0.1, 0.3, 0.5], [-0.3, -0.2, 0.1], [0.5, 0.8, -0.1], [-0.1, -0.2, 0.0], [0.3, -0.4, 0.1], [0.6, 0.1, -0.1], [0.3, -0.4, -0.2], [-0.1, 0.3, 0.1], [-0.2, 0.4, 0.2], [-0.1, 0.0, -0.1], [-0.1, 0.2, 0.0], [0.0, 0.0, 0.2], [0.1, 0.0, -0.1], [0.1, 0.1, 0.2], [-0.3, -0.1, -0.1], [0.1, -0.1, -0.1], [0.0, -0.1, 0.2], [-0.4, -0.1, -0.1], [-0.1, 0.1, 0.0], [-0.5, -0.4, -0.3], [-0.2, 0.0, -0.1], [0.2, -0.2, 0.1], [0.0, 0.3, -0.1], [0.0, -0.2, 0.1], [0.2, -0.1, 0.0], [-0.1, -0.1, 0.0], [0.0, 0.0, 0.1], [0.1, 0.2, 0.1], [0.1, -0.2, 0.0]], "gap_ev": 7.7, "spin_multiplicity": 1, "max_force_ev_per_a": 3.21, "homo_energy_ev": -7.49, "energy_ev": -83701.763}